C87H195BF4N9O14 | ωB97M-V with the def2-TZVPD basis set

Geometry as XYZ:
```
310
Properties=species:S:1:pos:R:3:forces:R:3:mulliken_charge:R:1
C 14.188 17.192 21.488 0.1242 -0.6060 -0.8106 -1.32
C 14.055 18.075 22.662 -1.8627 1.1546 0.2148 0.06
N 13.417 19.471 22.306 -0.8657 -0.7751 -0.9156 1.66
C 14.304 20.239 21.418 -0.3423 0.5791 -1.5065 -0.58
C 11.999 19.191 21.708 1.0050 -0.0603 -0.9799 0.06
C 11.480 20.263 20.791 0.5310 0.7332 -1.2122 -1.30
C 13.041 20.405 23.354 0.3433 0.2544 2.2441 -1.11
C 14.076 21.235 24.112 -0.2149 -1.6056 0.5158 -1.33
O 15.055 20.316 24.589 0.2858 0.7810 0.5606 0.79
C 15.771 20.785 25.746 0.1051 1.4003 -0.3751 -1.09
H 14.692 16.287 21.846 0.1821 0.2526 -0.0794 0.23
H 14.729 17.670 20.669 0.1850 -0.3195 0.0600 0.16
H 13.228 16.862 21.101 -0.0534 -0.1248 -0.0577 0.68
H 14.947 18.283 23.141 1.9717 0.5138 0.7845 -0.04
H 13.440 17.613 23.418 -0.4798 0.0349 0.2670 0.11
H 14.695 19.623 20.623 0.2301 -0.1233 -0.1410 0.49
H 15.104 20.683 21.988 0.1865 -0.2147 0.1198 -0.84
H 13.744 21.049 20.901 0.4398 -0.4546 0.6215 0.34
H 11.304 19.092 22.532 0.1959 -0.4505 0.2793 0.34
H 12.101 18.278 21.132 -0.2541 0.0061 0.2565 0.19
H 12.134 20.416 19.887 -0.4901 0.0096 1.0234 0.27
H 11.278 21.233 21.295 0.0339 -0.6234 -0.5140 0.34
H 10.571 19.874 20.344 -0.4111 0.1065 0.2478 0.49
H 12.447 19.845 24.064 -0.1144 -0.0492 0.3141 0.55
H 12.431 21.121 22.868 -0.8392 0.6988 -0.2694 0.33
H 13.497 21.665 24.970 0.5911 0.1074 -0.7043 0.57
H 14.498 21.987 23.442 0.1844 0.3171 0.3866 0.31
H 16.163 21.844 25.612 -0.4980 -0.9011 -0.1920 0.55
H 16.642 20.178 25.962 -0.2474 -0.3182 -0.1199 -0.78
H 15.137 20.818 26.642 -0.0538 -0.1172 -0.2268 0.53
C 23.251 17.697 24.758 0.3431 0.6146 -0.9280 -0.68
C 22.760 18.181 26.101 1.6236 -0.0771 0.0068 -0.67
N 23.742 19.182 26.691 0.7862 0.9881 -1.1454 0.09
C 24.983 18.532 27.197 -1.0062 -2.0996 1.5692 -0.88
C 24.188 20.214 25.606 0.7328 -0.4031 0.8377 -1.19
C 23.054 20.960 24.878 1.5192 -1.3976 -0.1564 -0.12
C 23.070 19.876 27.835 -0.9427 -0.3438 0.1975 0.47
C 23.872 20.867 28.642 1.8985 -0.7170 -1.2964 -1.02
O 24.709 20.108 29.494 -0.1223 0.0870 0.0438 -0.36
C 25.111 20.919 30.560 -1.6605 0.2300 1.8154 -0.71
H 22.641 16.933 24.287 -0.3132 -0.0501 0.2620 -0.01
H 24.285 17.328 24.767 -0.2140 -0.1151 0.2585 0.34
H 23.273 18.535 24.029 -0.2103 -0.6325 0.3160 0.12
H 22.680 17.414 26.846 0.0120 -0.6395 0.3118 0.69
H 21.835 18.681 26.108 -1.4378 0.5198 -0.3743 0.45
H 24.576 17.816 27.980 0.7372 0.9513 -0.5030 0.36
H 25.618 19.257 27.706 0.0355 -0.2454 -0.4229 0.41
H 25.478 17.833 26.510 -0.1253 0.9033 -0.3612 0.32
H 24.820 19.620 24.931 -0.4029 0.2739 0.0888 0.51
H 24.909 20.804 26.195 -0.5056 0.3120 -0.6302 0.99
H 22.697 21.796 25.442 -0.5860 0.3094 0.1048 0.31
H 22.352 20.188 24.608 -1.0331 0.2448 0.4320 -0.83
H 23.400 21.243 23.883 0.3009 0.5496 0.2593 0.54
H 22.737 19.085 28.532 0.1491 0.2741 -0.3421 0.49
H 22.159 20.296 27.426 -0.2041 0.2302 -0.0591 -0.44
H 23.234 21.458 29.262 -0.7637 0.5932 0.0706 0.77
H 24.554 21.526 28.013 -1.0728 -0.3215 0.5941 0.23
H 25.743 21.740 30.228 0.4974 -0.1122 0.1986 0.31
H 25.495 20.266 31.373 0.2917 0.6399 -0.7545 0.28
H 24.165 21.404 31.001 1.2542 -0.4723 -0.3564 0.29
C 14.265 17.168 16.085 -0.2410 1.1916 1.1044 -1.51
C 15.643 17.798 15.796 -0.8446 -1.0029 1.0817 -0.14
N 15.979 18.003 14.373 1.9344 -0.1959 -0.8529 1.02
C 17.416 18.513 14.280 -0.4515 -0.7998 -0.6823 -1.12
C 15.832 16.706 13.508 0.1052 0.8423 1.1727 -0.76
C 16.508 15.445 13.996 -0.6734 -0.7293 1.1229 -1.09
C 15.019 18.985 13.777 0.0421 -0.0979 2.2147 -0.55
C 15.475 20.403 13.824 -0.5930 1.2687 1.1236 -0.43
O 16.156 20.653 12.665 0.5373 0.5511 -1.7021 -0.41
C 16.587 21.990 12.542 0.6655 0.3057 1.4679 -0.76
H 13.369 17.818 15.835 1.0916 -0.6941 0.2857 0.40
H 14.233 17.015 17.219 0.0009 -0.0536 -1.6579 0.29
H 14.179 16.245 15.544 -0.3364 -0.6430 0.1438 0.37
H 16.404 17.182 16.225 0.5337 -0.7768 -0.0035 -0.23
H 15.764 18.675 16.403 0.0332 1.1984 -0.3187 0.58
H 17.446 19.075 13.335 0.5799 -0.6522 0.2465 0.45
H 18.106 17.662 14.413 -0.3204 0.4596 -0.4029 0.26
H 17.613 19.186 15.082 -0.0582 0.4516 0.7254 0.27
H 16.056 16.970 12.476 0.3586 0.1449 0.1613 0.54
H 14.781 16.634 13.593 -1.2394 -0.7434 -0.4167 0.66
H 16.301 14.645 13.266 -0.0187 0.3402 0.2261 0.49
H 16.139 15.084 15.011 0.2687 0.5980 -1.3048 0.15
H 17.574 15.511 14.100 0.5759 0.2537 -0.0779 0.19
H 14.167 18.805 14.437 -0.4394 0.4936 -0.9555 0.22
H 14.890 18.710 12.769 -0.6030 -0.1967 -1.1607 0.51
H 16.071 20.717 14.687 0.2329 -0.6297 0.3769 -0.06
H 14.641 21.106 13.922 -0.5608 -0.2857 -0.2399 0.69
H 17.378 22.193 13.328 -0.5385 -0.0989 -0.8953 0.24
H 15.803 22.739 12.702 -0.3116 -0.3243 0.0752 0.34
H 16.955 22.136 11.551 0.4800 -0.0503 -0.5194 0.29
C 26.946 15.369 21.168 0.0500 -1.9287 1.3998 -0.95
C 27.304 15.925 19.864 -1.0991 0.2097 -2.1543 -0.56
N 26.722 15.159 18.658 0.9783 -2.3914 1.1090 0.29
C 27.373 15.666 17.433 -0.3952 0.3470 -0.4628 -1.15
C 27.119 13.664 18.823 -2.9992 -0.1512 -0.1808 -0.24
C 28.516 13.363 18.971 3.7505 0.0760 -0.4028 -1.46
C 25.214 15.120 18.556 0.1877 0.2133 -1.3911 -0.11
C 24.609 16.501 18.284 0.5494 -0.4732 1.0709 -0.05
O 24.750 16.894 16.963 -0.3106 0.1428 -0.2054 -0.45
C 23.674 16.426 16.171 0.1927 1.0045 -1.5370 -0.77
H 25.871 15.359 21.411 0.3143 0.3514 -0.2023 -0.05
H 27.528 15.893 21.935 -0.3239 -0.0660 -0.0552 0.49
H 27.265 14.290 21.209 -0.1557 1.0874 0.2693 0.24
H 28.348 15.931 19.646 0.8327 0.0316 0.2275 0.55
H 26.931 16.920 19.700 -0.0263 0.6004 0.1664 0.62
H 27.073 15.186 16.511 -0.3768 -0.7687 0.1535 0.36
H 28.447 15.619 17.483 0.2848 0.0777 0.3775 0.46
H 27.008 16.652 17.288 0.1363 1.1194 0.0149 0.53
H 26.704 13.091 17.952 0.3595 0.9022 0.4159 0.49
H 26.529 13.252 19.669 0.2927 0.5846 -0.3929 0.30
H 29.141 13.637 18.092 -0.5803 -0.1835 0.2769 0.34
H 28.619 12.290 19.038 0.0062 -0.3995 0.0840 0.45
H 29.116 13.770 19.808 -0.8831 -0.0432 -0.0263 0.29
H 24.731 14.655 19.421 0.5475 0.1396 0.0004 0.17
H 25.147 14.464 17.653 -0.7536 0.5338 0.6175 0.26
H 25.033 17.248 18.959 0.4941 0.0689 -0.2152 0.40
H 23.595 16.510 18.638 -0.8350 -0.4011 -0.1282 -0.31
H 22.737 16.383 16.687 -0.6457 0.4986 0.5231 0.26
H 23.796 15.438 15.768 0.6297 -0.8085 -0.1375 0.33
H 23.626 17.109 15.297 -0.2384 -0.3919 0.5640 0.34
C 22.043 26.531 25.164 0.0531 -1.0949 1.4188 -1.69
C 20.993 25.388 24.953 1.1237 0.7447 0.3409 1.54
C 19.775 25.563 25.854 0.5986 -0.5573 0.7313 -0.94
N 18.863 24.393 25.840 -1.2194 -1.6501 -1.0632 0.52
C 19.530 23.057 26.059 1.0855 -0.6436 0.4652 1.15
C 20.160 22.875 27.485 -0.5229 0.0672 -1.3228 -0.44
C 19.194 23.083 28.604 -0.8784 0.4000 1.0006 -0.67
C 18.381 24.436 28.395 2.1316 -1.6944 -1.8249 -1.09
C 17.810 24.462 26.927 0.6308 2.1726 1.1671 -0.16
C 18.116 24.307 24.459 0.9350 -0.3924 1.8693 -0.02
H 22.530 26.442 26.182 -0.4413 -0.1090 -1.0277 0.37
H 21.615 27.508 25.174 -0.5096 0.7743 -0.2760 0.42
H 22.837 26.506 24.423 -0.0593 -0.1215 -0.1110 0.43
H 21.562 24.450 25.104 -0.6721 0.3585 0.0651 -0.30
H 20.642 25.382 23.929 0.0634 0.0177 -0.1877 -0.48
H 19.186 26.413 25.570 -0.3076 0.4810 -0.4180 0.52
H 19.981 25.716 26.913 0.6245 0.0387 -0.0917 0.40
H 20.348 22.896 25.328 -0.8568 0.2970 0.0708 -0.23
H 18.736 22.304 25.870 0.5418 0.3098 0.3150 -0.53
H 21.019 23.526 27.631 0.2586 0.1154 -0.3169 0.53
H 20.469 21.837 27.491 0.2974 -0.3202 -0.0238 -0.40
H 19.762 23.059 29.571 -0.5986 0.3481 -0.6782 0.52
H 18.509 22.202 28.667 0.2190 0.7368 -0.2255 0.00
H 18.984 25.325 28.633 -0.1637 -0.3083 -0.1860 0.35
H 17.589 24.400 29.060 -1.8083 0.2379 1.1647 0.67
H 17.325 25.447 26.783 -0.0856 -0.5701 -0.0287 0.40
H 17.101 23.666 26.788 -0.1620 -0.3605 -0.2235 0.16
H 17.601 25.230 24.351 -0.6546 0.6784 -0.1243 0.67
H 17.472 23.439 24.533 -0.2702 0.0798 -0.0612 -0.36
H 18.828 24.167 23.670 0.6149 -0.1071 -0.3740 -0.33
C 12.862 18.400 26.977 2.3734 -2.0910 1.7359 -1.46
C 14.250 18.332 27.761 0.3379 1.9687 -0.1773 0.56
C 14.520 16.961 28.215 1.2123 -2.3527 -0.7197 -0.59
N 15.633 16.598 29.255 -1.2533 -0.1550 0.5966 0.31
C 15.408 15.080 29.436 -1.7187 0.2132 0.4784 -0.28
C 16.317 14.335 30.407 0.6854 -1.6881 -0.4591 -0.80
C 17.799 14.478 29.972 -1.8524 1.5445 -0.4534 -0.86
C 18.043 15.967 29.671 -1.2128 0.4164 -0.7783 -1.08
C 16.991 16.716 28.742 1.7601 -0.0819 -0.4859 0.37
C 15.524 17.333 30.570 -0.9634 -0.5904 0.0468 -1.03
H 12.938 17.655 26.172 -0.1751 0.3300 0.0357 0.25
H 12.807 19.382 26.606 -0.7608 1.1677 -0.4330 0.44
H 12.113 18.059 27.699 -0.3647 0.5822 -0.4569 0.49
H 14.338 19.040 28.610 -0.7777 -0.2229 -0.1675 0.46
H 15.047 18.720 27.128 0.0875 -0.4366 -0.3300 -0.54
H 14.798 16.287 27.349 -0.2164 0.8898 0.6349 0.15
H 13.624 16.546 28.631 -0.5078 -0.2524 0.5703 0.34
H 15.394 14.719 28.384 0.5394 -0.1291 0.8197 0.39
H 14.364 14.970 29.806 0.5660 0.1840 -0.2615 0.42
H 16.038 13.247 30.311 0.0695 0.9521 -0.1229 0.40
H 16.160 14.482 31.494 -0.0388 0.6829 -0.6808 0.31
H 18.019 13.807 29.164 -0.1586 0.0720 -0.9336 0.35
H 18.467 14.169 30.704 1.0820 -0.4716 1.7715 0.51
H 18.991 16.104 29.220 0.9901 0.1282 -0.7673 0.54
H 18.120 16.572 30.572 -0.0730 -0.2579 0.4111 0.46
H 16.939 16.376 27.695 0.3630 -0.2608 0.4163 -0.50
H 17.257 17.776 28.713 -0.0391 -0.0396 -0.0369 0.38
H 16.171 16.798 31.250 -0.1114 -0.1189 0.2914 0.60
H 14.459 17.201 30.902 1.0444 0.5789 -0.1416 0.30
H 15.916 18.374 30.569 -0.6995 -0.6679 -0.6150 0.25
C 21.233 13.348 15.669 1.3612 -0.4150 -0.7474 -1.39
C 20.357 12.896 16.794 -1.1611 -0.6548 0.2645 0.26
C 21.237 12.744 17.992 1.0189 -0.5466 1.4166 -0.78
N 20.718 12.215 19.325 -0.0422 0.1186 -0.2809 0.72
C 21.846 12.394 20.332 0.2569 -0.7646 -0.5423 1.07
C 21.434 12.018 21.737 0.3076 0.8523 0.1629 -1.40
C 20.095 12.501 22.223 -1.0875 1.6901 -0.5592 0.39
C 19.036 12.489 21.123 -0.4790 -1.1066 -0.6925 -1.07
C 19.609 13.050 19.810 -0.6566 0.4002 0.7441 -1.02
C 20.336 10.796 19.207 0.9104 -1.8511 -1.8591 -1.00
H 22.304 13.166 15.811 -0.0270 -0.5003 0.4399 0.37
H 21.249 14.384 15.530 -0.5755 1.7382 -0.2719 0.17
H 21.043 12.869 14.720 -0.4815 -0.0647 -0.2243 0.40
H 19.826 12.000 16.468 0.3383 -0.4732 0.3930 0.54
H 19.534 13.572 17.014 0.2059 0.5058 -0.1546 -0.23
H 21.619 13.698 18.331 0.1517 0.5732 -0.4954 -0.13
H 22.110 12.097 17.814 -0.3077 0.1923 -0.2665 0.64
H 22.297 13.408 20.322 -0.6827 -0.3497 -0.5063 -1.07
H 22.587 11.686 19.942 0.2306 0.2082 0.3753 0.66
H 22.098 12.609 22.363 0.5768 -0.9904 0.0897 0.42
H 21.522 10.970 21.879 0.3582 -0.9555 0.3584 0.49
H 20.189 13.606 22.386 0.0758 -0.7682 0.6362 -0.48
H 19.807 11.966 23.147 -0.0007 0.5049 -0.4859 0.55
H 18.165 13.080 21.320 -0.2804 0.6828 0.6155 0.35
H 18.566 11.492 21.003 0.5204 0.2714 -0.2874 0.47
H 20.066 14.034 19.981 -0.2688 -0.0362 0.0318 0.29
H 18.861 13.181 19.026 0.0034 -0.2590 0.1052 0.70
H 21.217 10.231 18.713 -1.5329 1.0142 0.4162 0.28
H 19.379 10.625 18.657 0.9721 0.5822 0.0332 0.34
H 20.191 10.260 20.117 0.0374 0.2930 1.0648 0.52
C 16.041 25.524 20.706 -0.5450 0.1116 0.2462 -1.39
C 17.240 26.438 20.362 0.8052 0.5085 0.6177 1.39
C 17.188 26.680 18.875 0.3966 -0.1606 -0.5226 -1.05
N 18.562 26.959 18.243 -1.5195 -1.6015 -0.6703 0.69
C 18.300 26.905 16.753 1.5390 0.5617 -0.8928 -0.53
C 17.715 28.192 16.197 -1.1424 0.7751 -0.7052 -0.57
C 18.498 29.416 16.706 -1.0106 0.2614 0.6783 -0.88
C 18.554 29.459 18.235 -0.3724 -1.5351 0.2840 -0.81
C 19.225 28.148 18.712 0.2460 2.0150 0.6571 -0.56
C 19.524 25.871 18.536 -0.0454 -1.2624 1.9009 -1.10
H 15.254 25.632 19.931 0.2810 -0.1362 0.5350 0.36
H 15.520 25.552 21.707 0.9438 0.4329 -0.9256 0.29
H 16.499 24.547 20.584 -0.6266 -0.4530 -0.0325 0.28
H 18.146 25.855 20.599 -0.5200 0.3374 0.0621 -0.77
H 17.429 27.427 20.867 -0.8974 -0.8817 -0.1204 0.26
H 16.468 27.453 18.582 0.5263 0.2624 0.1629 0.44
H 16.872 25.830 18.271 -0.1473 -0.5226 0.6808 0.29
H 17.705 26.003 16.548 0.3403 0.3676 0.0880 0.38
H 19.334 26.788 16.314 -1.1020 -0.0265 0.2058 0.36
H 16.625 28.365 16.407 0.8708 -0.4707 0.3323 0.31
H 17.678 28.163 15.069 0.5454 -0.1405 1.1086 0.40
H 18.046 30.324 16.337 -0.1849 0.2417 -0.2002 0.42
H 19.494 29.415 16.370 1.4263 -0.1464 -0.7996 0.33
H 17.552 29.580 18.626 -0.4414 -0.3084 0.2201 0.30
H 19.080 30.260 18.714 0.6495 0.6557 -0.3618 0.49
H 19.345 28.030 19.824 -0.0521 0.3169 -1.1175 0.28
H 20.203 28.096 18.222 0.0937 0.3271 0.4111 0.41
H 19.655 25.762 19.664 -0.1012 0.0225 -1.4284 0.34
H 20.502 26.130 18.145 -0.0903 -0.0158 -0.3820 0.48
H 19.155 24.922 18.129 0.0865 0.2449 0.0518 0.41
C 18.181 15.956 21.080 0.0234 1.0752 0.8297 -0.26
C 18.709 17.282 20.502 -2.1424 -0.0738 0.1646 0.44
C 19.231 18.199 21.545 0.6992 -0.6827 1.7411 -0.09
N 19.823 19.518 21.057 0.4844 -1.7715 1.2967 1.52
C 18.835 20.346 20.422 -1.3722 0.6047 -1.6375 -1.02
C 17.576 20.500 21.261 -0.8093 0.3252 -1.2852 1.59
C 17.881 21.113 22.602 1.4902 0.9463 0.4130 1.48
C 19.207 20.595 23.242 -0.5212 -0.1710 -0.5169 1.97
C 20.316 20.304 22.257 -0.0892 -0.3508 -0.2657 -2.13
C 20.996 19.238 20.179 -0.3831 -0.1724 -1.4473 -0.90
H 17.249 16.146 21.629 0.1609 0.0586 0.0803 -0.23
H 18.888 15.593 21.825 0.1050 -0.5435 -0.2237 -0.30
H 17.901 15.239 20.320 0.3933 -0.1607 -0.2858 0.45
H 17.834 17.705 20.045 -0.3277 0.5621 -0.7616 0.11
H 19.443 17.155 19.773 1.0814 -0.5194 -1.3011 -0.18
H 20.107 17.650 21.915 -0.0954 0.3616 0.5877 0.26
H 18.495 18.354 22.390 0.9602 0.0636 -1.0852 -0.21
H 18.587 19.930 19.415 0.1501 0.2853 0.7249 0.20
H 19.326 21.311 20.317 -0.1712 0.2770 -0.3805 0.63
H 17.095 19.534 21.352 -0.0951 -0.3099 0.0403 -0.85
H 16.882 21.104 20.601 0.6700 -0.3645 0.9835 -0.50
H 17.132 20.989 23.390 -0.3086 0.0520 -0.4298 -1.01
H 18.091 22.189 22.449 -0.4385 -0.2559 -0.0193 -0.69
H 18.990 19.708 23.803 0.0446 -0.2162 0.6200 -0.34
H 19.556 21.397 23.876 0.2863 -0.1019 0.3425 -0.23
H 21.189 19.776 22.649 -0.2914 -0.1914 0.2590 0.75
H 20.664 21.232 21.858 0.3250 0.6346 -0.2513 -0.24
H 20.711 18.991 19.120 -0.2504 -0.1542 1.1901 0.01
H 21.606 18.437 20.604 -0.0769 0.1189 0.0804 -0.01
H 21.523 20.165 20.069 0.5354 0.4772 0.2715 0.56
C 22.035 24.214 20.933 -0.3683 0.4915 1.4002 -2.10
C 20.804 24.182 21.842 -0.4511 -2.2478 0.5235 0.86
O 20.644 23.230 22.707 0.8672 1.4509 -1.1622 -0.07
O 19.940 25.030 21.592 -0.7405 1.0911 0.1123 -0.88
H 22.534 25.176 21.039 0.0838 -0.0329 -0.0691 0.40
H 21.728 24.084 19.928 -0.4090 0.0013 -1.0974 0.35
H 22.677 23.416 21.188 0.9981 -0.7954 0.2824 0.37
C 23.134 14.596 23.033 1.4795 -0.0786 0.1341 -2.24
C 22.801 15.403 21.806 -0.8049 0.9573 -0.3322 0.64
O 21.952 16.322 21.972 0.7280 -0.4731 -0.6035 -0.41
O 23.387 15.061 20.720 -0.6372 0.5344 0.9985 -0.73
H 23.828 15.089 23.728 -0.2294 0.2056 -0.2976 0.26
H 23.656 13.740 22.676 0.6429 -0.8595 -0.0373 0.80
H 22.312 14.252 23.607 -1.0789 0.0704 0.4730 0.59
C 18.334 18.131 25.780 -0.8312 -0.0370 -0.1272 -0.27
C 18.731 19.184 26.850 -1.0841 -0.6836 -0.1992 0.40
O 17.830 19.689 27.589 0.9325 -0.2371 -0.6673 -0.74
O 19.963 19.352 26.914 1.0138 0.8153 0.3878 -0.77
H 19.003 18.090 24.931 0.5111 0.2672 -0.0524 -0.13
H 17.317 18.200 25.346 0.2385 0.0532 0.5546 -0.28
H 18.411 17.135 26.217 -0.1840 -0.0051 0.1758 0.84
C 17.936 21.898 17.339 -0.8810 -0.3609 0.2087 -0.98
C 16.656 21.520 18.202 0.2381 0.2637 0.4054 0.57
O 16.267 20.326 18.074 0.0312 0.7400 0.0503 -0.42
O 16.168 22.413 18.970 0.7083 -0.8531 -0.9524 -0.69
H 18.677 22.510 17.836 0.1216 0.0213 0.5708 0.02
H 17.637 22.489 16.491 -0.4530 0.3782 -0.4975 0.49
H 18.397 21.007 16.922 0.1061 -0.2139 0.1953 0.09
C 17.301 14.363 24.028 1.2037 0.6554 -0.2099 -0.63
C 16.324 15.341 24.708 0.1990 -1.2952 0.8365 0.09
O 15.437 15.785 23.975 -0.6840 0.9966 -0.8190 -0.70
O 16.420 15.507 25.955 0.2305 0.0306 -0.1076 -0.66
H 16.900 14.017 23.095 -0.5986 -0.5547 -0.2287 0.28
H 17.706 13.573 24.644 -0.4866 -0.3809 0.3886 0.53
H 18.226 14.840 23.678 -0.1095 0.5740 0.3522 -0.03
B 19.224 16.532 16.874 -0.3380 1.5464 -0.7417 0.00
F 19.837 16.670 15.579 -0.1992 -0.5959 0.7755 -0.37
F 18.103 15.670 16.796 0.7013 -0.2700 0.2090 -0.52
F 20.194 16.122 17.829 -0.6969 0.0462 -0.5367 -0.08
F 18.675 17.845 17.161 0.7022 -0.9200 0.3349 0.11
```
Forces are in eV/Å.

As for the HOMO-LUMO gap: 7.89 eV. Its energy is -5401.53269 Eh. Its maximum force is 3.77 eV/A. The HOMO energy is -12.0 eV. Its total charge is +3.